Entry from the Open Molecules 2025 dataset: a cluster of 5 separate species, C29H53ClF3NO12S3 in total at a distorted geometry (the ωB97M-V functional and the def2-TZVPD basis).

```
! RIJCOSX wB97M-V def2-TZVPD def2/J DEFGRID3
* xyz 0 1
C -4.48 0.16 2.10
C -3.46 1.05 1.81
C -2.26 0.46 1.16
C -0.89 1.19 1.46
C -0.98 2.16 2.64
C 0.38 2.60 3.16
N 0.22 3.62 4.21
C -0.20 1.80 0.21
S -1.02 3.38 -0.14
O -2.42 3.35 0.14
O -0.35 4.38 0.65
C -0.88 4.01 -1.89
F 0.39 4.22 -2.26
F -1.47 5.22 -1.82
F -1.55 3.29 -2.79
C -0.11 0.78 -0.93
C 0.24 -0.66 -0.51
C 1.72 -1.02 -0.34
C 2.45 -0.41 0.87
C 2.06 -1.07 2.20
S 3.07 -2.49 2.58
O 3.90 -2.21 3.71
O 3.81 -2.94 1.44
Cl 1.75 -3.94 3.15
C 0.80 1.20 -2.10
C 2.12 1.89 -1.72
C 2.78 2.53 -2.99
O 3.13 3.87 -2.77
C 4.25 4.03 -1.93
O -1.45 0.72 -1.55
S -2.64 0.18 -0.62
O -2.79 -1.23 -0.80
O -3.83 0.89 -0.96
H -5.42 0.23 1.55
H -4.36 -0.61 2.86
H -3.55 2.10 2.02
H -2.18 -0.54 1.59
H -0.19 0.42 1.77
H -1.59 3.04 2.46
H -1.45 1.62 3.47
H 0.91 1.74 3.59
H 0.98 3.04 2.36
H 0.23 4.52 3.74
H 1.08 3.64 4.74
H 0.80 2.05 0.54
H -0.12 -1.29 -1.33
H -0.28 -1.02 0.37
H 1.74 -2.10 -0.18
H 2.31 -0.86 -1.24
H 3.51 -0.63 0.73
H 2.39 0.68 0.96
H 2.21 -0.36 3.02
H 1.00 -1.35 2.21
H 1.06 0.27 -2.61
H 0.29 1.82 -2.83
H 2.00 2.71 -1.02
H 2.86 1.22 -1.29
H 3.62 1.93 -3.33
H 2.03 2.51 -3.78
H 4.07 4.91 -1.31
H 5.15 4.24 -2.51
H 4.40 3.19 -1.25
C -3.27 -4.00 2.30
C -2.08 -4.25 1.42
O -1.42 -3.34 0.97
C -1.73 -5.69 1.12
H -3.40 -2.92 2.43
H -4.17 -4.41 1.85
H -3.11 -4.45 3.28
H -2.56 -6.18 0.61
H -1.51 -6.22 2.05
H -0.85 -5.73 0.48
C -1.11 -4.03 -2.51
C 0.31 -4.54 -2.48
O 1.12 -4.12 -1.69
C 0.68 -5.60 -3.50
H -1.25 -3.29 -1.73
H -1.33 -3.58 -3.48
H -1.81 -4.86 -2.33
H 0.54 -5.21 -4.51
H 0.06 -6.48 -3.36
H 1.73 -5.87 -3.37
C 2.33 4.78 -6.92
C 3.28 3.61 -6.82
O 3.24 2.85 -5.88
C 4.27 3.42 -7.95
H 1.68 4.79 -6.05
H 2.90 5.71 -6.96
H 1.72 4.69 -7.82
H 4.91 4.29 -8.03
H 3.73 3.27 -8.89
H 4.88 2.54 -7.75
C -4.56 -2.36 6.97
C -3.46 -1.90 6.04
O -3.66 -1.08 5.19
C -2.09 -2.52 6.23
H -5.48 -1.84 6.72
H -4.72 -3.43 6.85
H -4.29 -2.14 8.00
H -2.15 -3.60 6.09
H -1.72 -2.31 7.24
H -1.40 -2.10 5.51
*
```

Calculated values
HOMO-LUMO gap: 0.29182 Ha
HOMO: -7.8 eV
SMILES: C=C[C@@H]1[C@H](CCN)[C@H](S(=O)(=O)C(F)(F)F)[C@](CCCCS(=O)(=O)Cl)(CCCOC)OS1(=O)=O.CC(C)=O.CC(C)=O.CC(C)=O.CC(C)=O

Entry from the Open Molecules 2025 dataset: a cluster of 2 separate species, C4H16N3 in total at a distorted geometry (the ωB97M-V functional and the def2-TZVPD basis).

```
! RIJCOSX wB97M-V def2-TZVPD def2/J DEFGRID3
* xyz 1 1
C 2.07 -0.89 1.82
C 2.28 -0.12 0.52
N 1.90 -1.00 -0.65
H 2.55 -1.86 1.74
H 2.48 -0.33 2.68
H 0.92 -0.95 1.93
H 1.58 0.73 0.37
H 3.31 0.23 0.39
H 2.34 -0.61 -1.51
H 2.38 -1.88 -0.56
C -2.46 0.89 -0.74
N -2.85 2.13 0.03
C -1.01 0.48 -0.37
N -0.65 -0.99 -0.60
H -2.53 0.99 -1.85
H -3.19 0.11 -0.43
H -2.41 2.95 -0.38
H -3.83 2.33 -0.09
H -0.79 0.74 0.69
H -0.26 1.08 -0.97
H 0.45 -1.21 -0.60
H -1.19 -1.53 0.10
H -1.09 -1.28 -1.50
*
```

Calculated values
HOMO-LUMO gap: 0.38091 Ha
HOMO: -13.2 eV
Energy relative to the best compared isomer or geometry (same formula, charge and spin): 13.5 kcal/mol

Entry from the Open Molecules 2025 dataset: a structure of composition C28H37AlAs2N7O8Se2 (the ωB97M-V functional and the def2-TZVPD basis).

```
! RIJCOSX wB97M-V def2-TZVPD def2/J DEFGRID3
* xyz 3 1
Al -2.37 0.79 1.80
C -0.10 -1.99 4.74
N -0.61 -2.50 3.46
C -0.39 -3.93 3.17
C -1.22 -1.69 2.62
N -1.32 -0.38 2.81
N -1.83 -2.26 1.52
C -2.10 -1.61 0.33
N -2.09 -2.38 -0.75
N -2.39 -0.32 0.29
H 0.03 -2.83 5.42
H -0.83 -1.31 5.20
H 0.86 -1.48 4.61
H 0.37 -4.31 3.84
H -0.02 -4.06 2.15
H -1.31 -4.50 3.34
H -0.73 -0.04 3.56
H -1.73 -3.26 1.44
H -1.55 -3.23 -0.74
H -2.23 -1.93 -1.64
H -2.31 0.01 -0.67
Se -2.98 4.05 3.41
Se -2.86 1.98 4.43
C -4.43 1.24 3.61
C -5.67 1.21 4.22
C -6.74 0.71 3.48
C -6.54 0.25 2.19
C -5.26 0.30 1.66
N -4.22 0.77 2.37
C -2.01 3.75 1.79
C -1.55 4.92 1.22
C -0.89 4.89 0.00
C -0.71 3.67 -0.62
C -1.18 2.54 -0.01
N -1.83 2.55 1.18
H -5.80 1.58 5.22
H -7.73 0.68 3.92
H -7.35 -0.13 1.59
H -5.05 -0.06 0.66
H -1.69 5.86 1.75
H -0.53 5.81 -0.44
H -0.19 3.59 -1.57
H -1.02 1.57 -0.47
C 2.75 -4.93 -0.69
O 2.41 -3.60 -1.14
C 1.29 -3.06 -0.75
O 0.51 -3.57 0.05
C 0.91 -1.72 -1.27
C 0.76 -1.38 -2.58
As 2.49 -1.74 -3.48
C 2.33 -0.98 -5.28
C 3.11 -0.12 -2.47
C 2.73 0.34 -1.27
As 1.18 -0.18 -0.11
C 2.19 -1.06 1.32
C 3.41 1.43 -0.52
O 2.87 1.94 0.44
O 4.60 1.74 -0.98
C 5.37 2.77 -0.32
C 4.35 0.33 -3.20
O 5.26 -0.45 -3.28
O 4.39 1.50 -3.83
C 3.32 2.44 -3.78
C -0.13 -0.24 -2.89
O -1.19 -0.04 -2.30
O 0.23 0.47 -3.94
C -0.72 1.45 -4.43
H 3.39 -5.35 -1.46
H 1.85 -5.53 -0.56
H 3.30 -4.85 0.25
H 1.45 -1.40 -5.75
H 3.22 -1.32 -5.82
H 2.28 0.10 -5.30
H 3.03 -1.63 0.93
H 1.53 -1.72 1.88
H 2.57 -0.27 1.97
H 5.77 3.41 -1.10
H 6.19 2.29 0.21
H 4.75 3.33 0.37
H 3.56 3.21 -3.05
H 2.37 1.96 -3.53
H 3.25 2.89 -4.76
H -0.28 1.84 -5.34
H -0.86 2.24 -3.70
H -1.67 0.97 -4.64
*
```

Calculated values
HOMO-LUMO gap: 0.24775 Ha
HOMO: -15.4 eV
Energy relative to the best compared isomer or geometry (same formula, charge and spin): 7.8 kcal/mol

Entry from the Open Molecules 2025 dataset: a structure of composition C3H6O4Tl at a distorted geometry (the ωB97M-V functional and the def2-TZVPD basis).

```
! RIJCOSX wB97M-V def2-TZVPD def2/J DEFGRID3
* xyz 0 2
O -0.51 -0.58 -0.87
C 0.61 -0.09 -0.34
C -1.63 0.09 -0.29
O 1.75 -0.34 -0.78
O 0.39 1.08 0.28
C -1.01 1.38 0.26
Tl 3.42 1.13 -1.14
H -2.06 -0.55 0.49
H -2.37 0.27 -1.08
H -1.32 1.60 1.29
H -1.17 2.25 -0.38
O 0.93 -2.30 0.82
H 1.72 -2.02 0.10
H 1.26 -1.92 1.64
*
```

Calculated values
HOMO-LUMO gap (alpha / beta): 0.16980 / 0.37616 Ha
HOMO (alpha / beta): -4.3 / -9.9 eV
Energy relative to the best compared isomer or geometry (same formula, charge and spin): 26.8 kcal/mol

Entry from the Open Molecules 2025 dataset: a cluster of 5 separate species, C15H30O15 in total at a distorted geometry (the ωB97M-V functional and the def2-TZVPD basis).

```
! RIJCOSX wB97M-V def2-TZVPD def2/J DEFGRID3
* xyz 0 1
C 0.42 -2.64 -3.90
O -0.49 -3.11 -2.84
C -0.16 -4.27 -2.24
O 0.86 -4.87 -2.38
O -1.15 -4.87 -1.56
C -1.20 -6.15 -1.03
H 0.14 -1.48 -4.16
H 0.17 -3.29 -4.63
H 1.30 -2.65 -3.30
H -0.78 -6.13 0.06
H -0.72 -6.89 -1.58
H -2.09 -6.57 -0.99
C 1.22 6.88 -5.62
O 0.86 5.62 -5.13
C 1.35 5.19 -4.03
O 2.19 5.88 -3.27
O 0.98 3.97 -3.64
C 1.44 3.52 -2.33
H 2.22 6.97 -5.82
H 0.92 7.67 -4.92
H 0.59 7.03 -6.55
H 2.36 3.09 -2.16
H 0.68 2.74 -2.15
H 1.15 3.98 -1.50
C -0.43 5.28 2.95
O 0.62 4.52 3.54
C 0.29 3.38 4.37
O -0.82 2.94 4.28
O 1.27 2.79 4.95
C 1.04 1.94 6.08
H 0.25 5.83 2.35
H -0.98 5.90 3.70
H -1.14 4.51 2.28
H 0.31 2.49 6.76
H 2.02 1.87 6.48
H 0.34 0.93 5.87
C -1.99 -2.52 1.88
O -3.19 -3.07 2.39
C -3.66 -4.24 1.85
O -3.08 -4.77 0.87
O -4.75 -4.74 2.36
C -5.06 -6.06 2.13
H -1.50 -2.80 0.93
H -1.10 -2.51 2.62
H -2.02 -1.49 1.62
H -6.07 -6.07 2.36
H -4.24 -6.84 2.61
H -4.95 -6.42 1.15
C 3.52 -0.44 -1.85
O 2.76 0.38 -1.24
C 2.04 0.01 -0.17
O 1.95 -1.19 0.12
O 1.66 0.90 0.71
C 0.91 0.54 1.79
H 4.32 0.23 -2.14
H 3.08 -1.05 -2.56
H 4.00 -1.37 -1.26
H 1.55 0.03 2.55
H 0.30 -0.05 1.32
H 0.48 1.52 2.01
*
```

Calculated values
HOMO-LUMO gap: 0.39090 Ha
HOMO: -10.2 eV
Energy relative to the best compared isomer or geometry (same formula, charge and spin): 209.9 kcal/mol
SMILES: COC(=O)OC.COC(=O)OC.COC(=O)OC.COC(=O)OC.COC(=O)OC

Entry from the Open Molecules 2025 dataset: a structure of composition C33H38N3O5Se2TeTi (the ωB97M-V functional and the def2-TZVPD basis).

```
! RIJCOSX wB97M-V def2-TZVPD def2/J DEFGRID3
* xyz 0 2
Ti -2.46 -0.95 -0.74
O -4.43 -2.01 -0.84
C -5.36 -2.11 0.26
C -4.65 -2.57 1.52
C -5.74 -3.20 2.40
O -5.19 -3.53 3.66
C -4.01 -1.41 2.31
Se -3.32 0.13 1.30
C -3.64 -3.67 1.16
Se -1.92 -3.01 0.52
H -4.82 -1.42 -1.51
H -6.12 -2.84 -0.03
H -5.83 -1.14 0.42
H -6.13 -4.09 1.90
H -6.57 -2.48 2.51
H -5.87 -3.93 4.21
H -3.19 -1.79 2.92
H -4.76 -0.99 2.99
H -4.08 -4.34 0.42
H -3.42 -4.25 2.05
C -4.71 1.89 -3.96
N -3.64 2.12 -3.00
C -2.98 3.32 -2.90
C -1.98 3.50 -2.02
C -1.58 2.40 -1.14
O -0.66 2.52 -0.34
N -2.28 1.23 -1.29
C -3.26 1.11 -2.18
O -3.84 -0.01 -2.23
H -4.81 2.78 -4.58
H -5.65 1.70 -3.45
H -4.47 1.03 -4.59
H -3.31 4.10 -3.57
H -1.47 4.44 -1.93
C 5.41 4.92 1.44
C 4.33 3.88 1.32
C 3.79 3.28 2.45
C 2.79 2.31 2.36
C 2.28 1.68 3.63
C 2.33 1.95 1.09
Te 0.78 0.46 0.98
N -0.44 -0.95 -0.55
C -0.31 -1.07 -1.84
O -1.41 -1.20 -2.52
C 0.99 -1.06 -2.56
C 1.07 -0.52 -3.84
C 2.29 -0.48 -4.49
C 3.42 -1.01 -3.88
C 3.33 -1.58 -2.62
C 2.12 -1.60 -1.95
C 1.95 -1.18 1.65
C 1.17 -2.11 2.34
C 1.73 -3.27 2.85
C 3.09 -3.50 2.68
C 3.86 -2.58 1.99
C 3.32 -1.41 1.45
C 4.23 -0.48 0.70
C 2.84 2.54 -0.06
C 2.39 2.15 -1.44
C 3.83 3.51 0.08
H 5.60 5.18 2.48
H 5.13 5.83 0.91
H 6.34 4.56 1.00
H 4.16 3.56 3.43
H 2.65 2.20 4.50
H 2.59 0.63 3.70
H 1.19 1.69 3.67
H 0.17 -0.14 -4.30
H 2.36 -0.05 -5.48
H 4.37 -0.99 -4.40
H 4.21 -2.00 -2.15
H 2.03 -2.04 -0.96
H 0.11 -1.94 2.47
H 1.11 -3.98 3.37
H 3.54 -4.40 3.07
H 4.92 -2.77 1.85
H 5.14 -1.01 0.41
H 4.52 0.38 1.31
H 3.76 -0.09 -0.20
H 2.71 1.14 -1.69
H 2.80 2.83 -2.19
H 1.30 2.19 -1.52
H 4.23 3.98 -0.81
*
```

Calculated values
HOMO-LUMO gap (alpha / beta): 0.26672 / 0.23152 Ha
HOMO (alpha / beta): -7.1 / -7.3 eV
Energy relative to the best compared isomer or geometry (same formula, charge and spin): 9.3 kcal/mol

| no. | total energy (eV) |
| --- | --- |
| 1 | -110167.44778 |
| 2 | -8871.40994 |
| 3 | -315393.51017 |
| 4 | -16089.20445 |
| 5 | -46745.12133 |
| 6 | -210649.28477 |